C53H59BaClF3NO6S3Si4Te as an isolated structure at a distorted geometry. Source: OMol25; level of theory: the ωB97M-V functional and the def2-TZVPD basis.

```
132
Properties=species:S:1:pos:R:3:forces:R:3:lowdin_charge:R:1
Ba -1.395 0.974 -1.715 -2.187 4.010 3.309 1.789
S -4.404 -2.629 1.619 -0.381 -0.684 0.379 0.948
C -3.420 -3.724 0.764 0.135 0.201 -0.124 -0.474
C -2.572 -3.035 -0.059 0.212 0.112 -0.051 -0.304
C -2.648 -1.590 -0.043 -0.160 -0.299 0.081 -0.193
C -3.651 -1.279 0.855 0.220 1.207 -0.355 -0.543
C -4.210 0.070 1.176 0.400 -0.653 -0.075 -0.313
C -5.233 0.226 2.117 -0.091 0.111 0.081 -0.073
C -5.785 1.475 2.318 -0.041 0.031 0.054 -0.099
C -5.300 2.551 1.591 0.089 0.033 -0.016 -0.080
C -4.247 2.320 0.719 0.055 -0.183 0.093 -0.127
N -3.707 1.117 0.521 -0.221 0.014 -0.440 0.063
H -3.504 -4.792 0.897 -0.043 -0.044 0.035 0.039
H -1.872 -3.583 -0.688 0.027 0.001 0.001 0.045
H -5.601 -0.618 2.685 0.020 -0.038 -0.036 0.063
H -6.584 1.604 3.039 0.003 0.019 -0.007 0.095
H -5.697 3.551 1.697 -0.030 0.017 0.044 0.095
H -3.794 3.128 0.170 -0.048 0.082 -0.049 0.074
C 6.198 -0.664 2.321 0.061 0.053 0.022 -0.059
C 4.799 -0.712 1.773 -0.001 -0.031 0.018 -0.275
C 3.724 -0.989 2.608 -0.113 0.029 0.096 -0.043
C 2.427 -1.042 2.114 0.237 0.027 0.023 -0.095
C 2.227 -0.832 0.766 0.013 -0.217 -0.172 -0.399
C 3.273 -0.547 -0.096 0.138 0.099 0.200 -0.045
C 4.556 -0.482 0.420 -0.003 0.007 -0.064 -0.031
S 0.580 -1.041 0.118 0.332 0.613 -1.270 0.866
O 0.578 -0.176 -1.155 1.662 -1.907 1.621 -0.851
C 0.880 -2.736 -0.462 -0.165 -0.041 0.753 -0.276
C 0.751 -3.649 0.626 0.050 -0.005 -0.346 -0.063
C 0.884 -4.981 0.421 0.054 -0.065 -0.113 -0.014
C 1.121 -5.484 -0.890 -0.086 -0.233 0.380 -0.158
C 1.175 -6.881 -1.141 0.035 0.169 0.145 -0.042
C 1.378 -7.361 -2.400 0.019 0.148 -0.206 -0.090
C 1.549 -6.453 -3.474 -0.025 -0.289 0.141 -0.078
C 1.497 -5.109 -3.256 -0.043 0.187 0.051 -0.020
C 1.267 -4.583 -1.956 -0.111 0.246 -0.339 -0.117
C 1.140 -3.164 -1.727 -0.038 -0.101 -0.336 -0.128
C 1.348 -2.260 -2.907 0.248 0.030 0.070 -0.151
C 2.678 -2.111 -3.406 0.094 -0.096 0.295 -0.117
C 3.795 -2.728 -2.772 -0.166 0.036 -0.027 -0.026
C 5.059 -2.535 -3.239 0.154 0.075 -0.146 -0.082
C 5.289 -1.716 -4.374 -0.016 -0.121 0.179 -0.091
C 4.238 -1.116 -4.998 -0.109 0.015 -0.037 -0.039
C 2.908 -1.293 -4.528 -0.003 0.226 -0.280 -0.148
C 1.816 -0.643 -5.158 0.098 -0.008 -0.002 0.007
C 0.550 -0.782 -4.679 -0.140 -0.159 0.165 -0.030
C 0.340 -1.595 -3.546 -0.666 -0.193 0.081 -0.261
S -1.354 -1.761 -2.836 -0.212 -0.631 -1.321 0.999
O -2.155 -0.544 -3.278 0.103 -2.872 -1.359 -0.781
C -1.882 -3.001 -4.024 -0.085 0.147 0.052 -0.324
C -1.874 -4.340 -3.686 -0.010 -0.071 -0.123 -0.062
C -2.286 -5.272 -4.629 0.022 -0.082 0.041 -0.043
C -2.721 -4.876 -5.887 0.102 0.061 0.063 -0.280
C -3.124 -5.898 -6.913 -0.125 -0.054 -0.061 -0.063
C -2.758 -3.513 -6.178 -0.065 0.014 -0.139 -0.029
C -2.351 -2.565 -5.257 0.025 -0.103 0.083 -0.035
H 6.189 -0.631 3.411 -0.003 -0.010 0.012 0.070
H 6.736 0.217 1.966 -0.018 0.010 -0.026 0.076
H 6.773 -1.542 2.017 -0.008 -0.015 -0.012 0.075
H 3.891 -1.126 3.669 0.025 -0.011 0.031 0.110
H 1.580 -1.203 2.768 -0.039 0.012 0.044 0.109
H 3.075 -0.346 -1.139 -0.045 -0.010 -0.057 0.113
H 5.383 -0.244 -0.240 0.017 0.004 -0.005 0.113
H 0.530 -3.262 1.613 -0.045 0.024 -0.013 0.117
H 0.787 -5.675 1.247 -0.040 -0.034 -0.021 0.114
H 1.041 -7.552 -0.300 -0.001 -0.040 -0.027 0.107
H 1.400 -8.428 -2.582 0.026 -0.002 -0.012 0.094
H 1.710 -6.828 -4.477 -0.004 -0.011 0.004 0.099
H 1.612 -4.423 -4.085 -0.027 -0.032 0.006 0.123
H 3.632 -3.344 -1.897 0.012 0.038 -0.005 0.121
H 5.894 -3.003 -2.733 0.012 0.011 -0.012 0.098
H 6.298 -1.563 -4.734 0.016 -0.012 -0.001 0.094
H 4.398 -0.481 -5.861 -0.007 0.016 0.004 0.109
H 1.997 -0.010 -6.018 0.044 0.007 -0.005 0.120
H -0.291 -0.271 -5.131 -0.003 0.054 0.017 0.086
H -1.569 -4.659 -2.701 0.068 -0.008 0.109 0.101
H -2.280 -6.325 -4.372 -0.001 -0.013 0.005 0.110
H -3.552 -6.781 -6.438 0.010 -0.013 0.000 0.072
H -2.267 -6.227 -7.507 0.039 0.019 0.022 0.078
H -3.864 -5.498 -7.607 0.002 0.027 0.014 0.072
H -3.128 -3.186 -7.143 0.006 0.009 -0.017 0.113
H -2.411 -1.501 -5.458 -0.004 0.015 -0.022 0.105
O -2.099 1.028 -5.785 -0.017 0.320 0.229 -0.366
Cl -2.044 2.072 -4.776 0.706 -0.522 1.643 0.688
O -1.980 3.356 -5.391 -0.153 -0.052 -0.043 -0.309
O -0.790 1.860 -3.946 -1.070 0.699 -2.344 -0.602
O -3.166 1.958 -3.840 0.858 0.177 -1.244 -0.401
F -2.107 4.348 -0.024 0.125 0.133 -0.263 -0.176
C -1.977 3.868 -1.364 0.020 0.437 -0.145 -0.485
F -3.091 4.507 -1.964 0.365 -0.092 0.186 -0.091
F -0.904 4.677 -1.819 -0.315 -0.142 0.105 -0.098
C 2.648 4.705 4.910 0.177 0.131 0.084 -0.235
Si 1.996 3.405 3.708 -0.411 0.195 -0.101 0.296
C 2.306 1.767 4.555 0.259 0.022 0.322 -0.230
C 3.103 3.502 2.200 0.194 -0.031 -0.025 -0.225
Si -0.255 3.444 3.070 0.183 0.438 0.400 -0.068
Te -0.389 1.649 1.498 0.101 -0.304 0.130 0.510
Si -0.769 5.676 2.648 0.010 -0.338 0.062 0.331
C -2.541 6.159 2.302 -0.030 0.150 0.067 -0.206
C 0.325 6.392 1.318 0.041 0.091 -0.107 -0.207
C -0.377 6.569 4.271 -0.033 0.231 0.033 -0.225
Si -1.393 2.836 5.008 0.132 0.095 -0.318 0.303
C -3.166 3.450 5.047 -0.117 0.057 0.128 -0.217
C -0.588 3.484 6.584 -0.033 -0.062 0.243 -0.225
C -1.450 0.974 5.138 -0.058 -0.182 0.186 -0.240
H 3.654 4.388 5.210 0.017 0.106 0.062 0.019
H 2.042 4.821 5.811 -0.009 -0.092 0.002 0.007
H 2.728 5.687 4.439 0.040 0.016 -0.025 0.017
H 3.385 1.600 4.648 -0.003 -0.107 0.039 0.024
H 1.865 0.975 3.969 -0.109 -0.322 -0.236 -0.017
H 1.860 1.738 5.552 0.040 0.024 0.014 0.013
H 4.129 3.240 2.483 0.032 0.026 -0.084 0.020
H 3.105 4.502 1.763 0.010 0.025 0.021 0.015
H 2.757 2.808 1.433 -0.020 -0.079 -0.027 0.001
H -2.860 5.850 1.312 -0.011 0.026 -0.099 0.013
H -2.576 7.252 2.379 -0.139 -0.002 -0.054 0.026
H -3.231 5.743 3.035 -0.044 -0.032 0.101 0.009
H 0.151 5.881 0.369 -0.030 0.011 -0.025 0.023
H 1.381 6.293 1.576 0.049 0.020 0.015 0.010
H 0.092 7.455 1.196 0.064 0.014 -0.076 0.026
H -1.194 6.445 4.985 -0.058 0.011 0.007 0.016
H -0.292 7.636 4.035 -0.013 0.042 0.135 0.023
H 0.540 6.256 4.765 0.070 -0.028 -0.063 -0.013
H -3.210 4.534 5.161 -0.001 0.044 0.048 0.012
H -3.684 2.988 5.895 -0.074 0.058 -0.006 0.023
H -3.703 3.194 4.137 -0.046 -0.097 -0.133 0.014
H -0.499 4.571 6.605 -0.063 0.055 -0.039 0.011
H 0.411 3.071 6.731 -0.001 -0.042 0.010 0.004
H -1.217 3.170 7.425 0.094 0.070 0.097 0.020
H -1.899 0.536 4.246 -0.060 0.030 -0.033 0.003
H -2.038 0.690 6.018 0.032 -0.097 -0.014 0.022
H -0.448 0.550 5.226 0.039 -0.008 0.044 0.012
```
Forces are in eV/Å.

Calculated values
Net charge: -2
Energy above the lowest of the compared OMol25 structures with the same formula, charge and spin, kcal per mole: 53.0
Spin multiplicity: 1
Orbital gap, eV: 4.90
HOMO energy, eV: -1.6